C42H41BrO2P2Pd | wB97M-V/def2-TZVPD

Output
Relative energy (zero: lowest compared OMol25 entry of this formula, charge and spin) in kcal per mole: 66.1
Lowest unoccupied orbital energy (spin up / spin down) in eV: -0.6 / -0.6
E_tot in hartree: -5159.73954
Kohn-Sham gap (spin up / spin down) in eV: 4.99 / 6.94

```
! wB97M-V def2-TZVPD RIJCOSX def2/J DEFGRID3
* xyz 0 3
C -1.95934 -0.94718 -0.37255
H 0.12682 -0.00898 -3.65627
C -3.74703 0.06761 -4.41895
H 1.05980 6.89017 -0.08335
C 3.53577 -1.23033 -1.92791
C 1.17549 2.98085 -0.18263
C -0.90796 -3.67156 -0.11444
C -2.25528 1.62460 1.70988
C -0.50037 -4.24076 -2.40134
C 3.90617 0.19180 -1.52169
C -4.25422 3.05525 2.10272
H 1.08759 -2.66275 0.17293
C -3.34608 2.13372 2.62114
H -4.09066 1.06501 -4.71065
Pd 0.52621 -0.80772 0.31794
H -0.23173 -5.15654 1.36023
C 1.95744 5.11632 -1.00426
H 0.22511 -0.58379 2.36303
C 0.16874 -0.01110 -2.55057
H 3.88293 1.49989 0.32795
H -0.42592 -3.98218 -3.45099
H -1.98709 -1.16715 0.75155
H -3.94876 -3.19224 -5.47187
C 2.04305 -2.32010 -0.18320
H 3.72263 2.55563 4.03863
C -2.34842 -1.37881 -3.06334
H -6.37626 3.42395 4.75584
H 3.72021 -3.75457 0.15163
H -2.63218 -1.79359 -0.61393
C -0.79691 -3.25592 -1.45551
C -0.51404 -4.94806 0.31233
H 2.62619 5.70934 -1.62784
H -0.38070 3.10561 1.40511
C 3.70473 -0.39347 1.02637
H 2.38778 3.13286 1.98959
O -2.27596 2.03229 0.50719
H -1.11715 -2.94855 0.70117
C 2.23136 -1.78847 -1.41152
C -3.53607 1.69552 3.95644
H -4.79327 -0.92816 -5.99241
H -2.48761 0.78289 -2.82572
O -1.40980 0.84082 2.22350
H 3.49323 0.97282 -2.17589
C 3.35552 0.57014 -0.03670
H -2.54511 -0.03156 -0.49013
Br -2.37781 0.47440 4.80435
C -2.85076 -0.09649 -3.36245
C 1.09832 0.06122 2.61574
H 2.79935 -3.29248 1.58204
C -2.78832 -2.49591 -3.78332
H 3.32546 0.30085 5.10722
H 4.31247 -1.88284 -1.54102
P 1.54966 1.16278 -0.12175
C -0.34536 -5.94501 -0.66834
H -4.11481 3.42181 1.09763
C 1.08493 5.79443 -0.13950
P -0.92235 -1.43625 -1.90363
C -5.53516 3.08761 4.16022
C 0.20678 5.05809 0.68455
H -2.41518 -3.48293 -3.56442
C -4.14491 -1.06462 -5.13518
H 1.58087 -1.28907 4.23022
C 3.18416 -2.89060 0.63009
H -6.00569 4.20931 2.40646
C 3.00947 1.84555 3.62111
H 3.55149 -1.28102 -3.01748
H 1.26347 1.76574 -2.70693
C 2.77308 0.60118 4.23384
H -0.11555 -6.95867 -0.36220
C 0.27323 3.64795 0.69623
C 1.93985 3.71937 -1.09954
C 1.81530 -0.30794 3.76650
H -4.80566 1.83599 5.72018
C -4.63613 2.17621 4.70513
H -0.52802 5.58954 1.30661
H 2.52372 3.27125 -1.92357
C -0.40494 -5.58865 -2.01252
C -3.67888 -2.34554 -4.84012
H 4.60063 -1.97893 1.96727
H 5.05978 -1.93619 0.25653
H 1.52009 -1.91857 -2.21499
H 5.01426 0.23205 -1.56012
C 4.22056 -1.75527 0.95151
H 3.84712 0.06369 1.99982
H -0.41734 -6.37540 -2.76158
C 2.30029 2.14629 2.43844
C 1.50888 1.16814 1.84120
C 0.98397 0.92985 -2.01328
C -5.32919 3.51550 2.85754
*
```

---

C42H42BN5RuS2Sb2 | wB97M-V/def2-TZVPD

Output
Relative energy (zero: lowest compared OMol25 entry of this formula, charge and spin) in kcal per mole: 58.0
Lowest unoccupied orbital energy (spin up / spin down) in eV: -4.5 / -4.1
E_tot in hartree: -3295.78356
Kohn-Sham gap (spin up / spin down) in eV: 5.59 / 6.07

```
! wB97M-V def2-TZVPD RIJCOSX def2/J DEFGRID3
* xyz 1 2
B 3.47363 1.23081 2.18303
C -5.62787 -3.45589 0.41373
H -2.68627 2.57461 -2.15897
H 1.51583 -3.43939 4.01033
H -4.38317 1.73371 0.25623
H 2.38493 1.70041 2.34083
H 4.83203 0.98951 -3.17957
H -1.80907 -2.35669 1.79463
C -1.05947 -3.51509 -0.42867
C 0.00523 -0.10649 -4.08997
C -2.65547 -0.61899 4.56783
H 2.47513 -5.04649 -0.50067
H -6.22567 -3.05729 -2.88597
H -6.90887 -4.45849 -0.97627
C -0.91067 -4.87649 -0.63007
C 4.87493 2.59471 0.52043
H 5.61883 3.40121 -1.39557
H 4.04293 2.57001 -3.34547
N 3.36153 -0.31139 2.22943
H -1.59357 4.17961 -0.58067
C 1.31413 -3.25219 -0.29947
C -5.79717 -2.88629 -1.90927
H 3.06803 1.11511 -3.02097
H 4.27823 1.59711 2.97383
H 0.64273 3.77981 2.06413
C -4.28567 -1.68579 -0.48157
H 0.07163 0.69161 -6.07187
C 2.74143 5.79781 0.35453
C 1.15883 3.55111 -0.00627
H -0.10297 3.03671 -5.32087
C 2.68443 5.17611 -0.88207
N 2.57923 -2.33149 2.58813
C 0.36673 -5.43749 -0.63567
C -2.12077 -1.51079 2.40413
H -2.07547 -3.12319 -0.43047
C 1.48273 -4.61549 -0.47397
C 4.01393 1.61671 -2.81807
C 1.66883 -3.38709 2.93103
H -1.83607 -2.57289 4.23693
C 1.90563 4.04491 -1.06117
Sb -2.65037 -0.28759 -0.37357
C -4.68097 -2.46199 0.59283
Ru 0.10573 -0.61969 0.68173
H 2.06833 -4.33539 2.58333
H 0.06323 -1.13799 -4.40627
H 2.20693 -2.63569 -0.22897
S 0.75453 -0.38449 3.04363
H 3.23473 5.58041 -1.71817
N 0.65133 -7.96479 -0.95177
C -0.09657 2.23651 -4.59647
C 3.52433 1.16681 -0.40777
C 1.22673 4.16621 1.23543
H 0.69953 -3.20269 2.45403
S 2.40373 -0.07729 -0.69437
C -4.84287 -1.90139 -1.73107
C -6.18217 -3.67259 -0.83607
H -3.82187 3.56801 -1.24777
C -0.15117 1.50771 -2.30657
C 4.35003 -1.20309 1.95403
C -0.06137 0.18861 -2.73897
C -2.17257 -1.65109 3.78413
C -1.98607 3.22131 -0.23917
H 1.85943 3.56211 -2.02877
C 0.00253 0.92071 -5.01917
H 2.04633 5.77181 2.38153
H 3.34443 6.68201 0.49453
H -0.00677 -0.63309 -2.01667
H -2.73337 -0.74099 5.63623
C 0.04043 -2.67379 -0.23927
C 3.87333 -2.45779 2.17303
H -5.91767 -4.07229 1.25163
H -1.77877 -5.50339 -0.78907
C -3.85537 1.52871 -0.67667
H -4.25917 -2.30089 1.57543
H -4.59507 1.22831 -1.42057
C 0.52433 -6.83369 -0.81657
C -2.56147 -0.32999 1.79703
C 2.01483 5.28791 1.41693
H 5.35523 3.10961 1.32393
C -0.19007 2.53181 -3.24507
H -3.34977 1.64091 2.15393
H -4.52767 -1.29749 -2.57147
C 4.99713 2.74191 -0.82487
C -3.05747 0.56451 3.97263
N 3.96533 1.61921 0.77083
H 5.31213 -0.87339 1.61963
N 4.15143 1.83951 -1.40497
Sb -0.22697 1.91781 -0.18377
C 2.27663 -1.01059 2.58093
H -2.35497 3.35421 0.77813
H 4.35213 -3.40869 2.07573
C -3.00527 0.71351 2.59713
H -0.29267 3.55941 -2.91977
H -3.43347 1.37371 4.58003
C -3.09637 2.75271 -1.16057
*
```

---

C42H42BaO2P2 | wB97M-V/def2-TZVPD

Output
Relative energy (zero: lowest compared OMol25 entry of this formula, charge and spin) in kcal per mole: 16.8
Lowest unoccupied orbital energy in eV: -0.3
E_tot in hartree: -2484.18995
Kohn-Sham gap in eV: 5.40

```
! wB97M-V def2-TZVPD RIJCOSX def2/J DEFGRID3
* xyz 0 1
H 0.72135 -0.86436 3.95382
C -0.95753 -4.87896 -10.67511
C 2.35298 1.89736 -6.78968
H -3.24839 1.40657 2.00751
H 2.86107 5.45826 -5.26911
H -1.49898 1.36102 1.90220
C -1.49292 -1.30836 -4.91598
C 0.88446 0.15862 0.68882
H -0.51949 2.80458 -2.16544
H 0.45097 2.65189 -7.47148
C 0.17758 -5.17213 -9.90682
H 0.77480 -6.05755 -10.13568
P 0.08370 -2.08379 -7.12631
H 2.67536 0.60997 -2.02664
H 0.86396 1.21032 2.58589
C -2.83108 -2.82760 -3.59419
H 2.42564 -0.52965 -12.54517
H 3.94422 2.41591 -8.81773
H 1.43714 -4.53813 -8.26039
C -0.26085 -3.21289 -8.53810
C 2.51791 -0.25441 -10.40250
C 0.54402 -4.33103 -8.85179
C -1.24768 -2.32698 -5.85875
C -1.49926 3.19800 -0.37155
C 0.99384 -2.24671 0.83505
H -3.39695 -4.67084 -4.61267
C 2.89415 0.59454 -9.33730
C 1.54907 4.15702 -6.39767
H 0.97590 1.07394 0.10841
C -2.17393 -1.59646 -3.73243
O 0.07158 -0.35314 -2.11573
H -3.38791 -0.58995 -1.35720
C 1.36610 2.87424 -6.92250
H 4.23873 1.40248 -5.81241
C -1.48868 2.78494 -1.64586
C -1.95447 -3.53998 -5.75020
H -1.24994 -5.54269 -11.48626
H -2.23928 -0.59401 0.70716
C 0.84640 0.24149 2.08433
H -0.67222 3.83239 -0.04221
H 3.61730 1.60324 -13.04100
C 2.76102 0.11457 -11.72982
C -2.45834 2.91357 0.73100
C 3.49902 2.18418 -6.00606
H -1.91086 -1.98669 -9.17835
H 0.31993 1.13227 -9.00940
C 0.48642 0.38209 -8.22118
C -2.41403 1.47227 1.29147
H -3.13712 3.08964 -3.04365
H 1.98334 -1.18421 -10.19104
H -1.53495 -0.28603 -7.88871
C -3.68324 1.57046 -1.61599
H -1.88548 -4.27947 -6.54907
C 3.00291 0.61646 -3.07228
O 1.23218 -2.28762 -1.99816
C -1.70208 -3.72272 -10.42612
H 1.19056 -3.21036 0.36303
H -3.41036 -3.01950 -2.68856
C 0.78208 -0.92360 2.86658
C 0.85391 -1.09798 0.03886
C -2.63433 2.28991 -2.46827
H -2.18646 3.60651 1.54543
C 2.71522 4.45597 -5.67769
H -1.21332 -0.26730 -5.16211
H -2.56009 -3.45784 -11.04320
C 3.60896 1.76646 -9.62897
C 3.67561 3.46612 -5.47417
C -1.34384 -2.89482 -9.36425
H 2.63196 1.50251 -3.62475
H -2.23660 -0.81537 -2.96054
H 4.09284 0.49695 -3.16524
H -4.48056 1.23361 -2.28675
H 0.93261 -3.08159 2.82806
C -2.77931 -3.76260 -4.63902
C 3.84880 2.14055 -10.95952
C -0.46243 -0.48470 -7.78653
H 4.36537 3.08037 -11.17276
C 0.69226 -1.28101 -1.45587
C 3.42418 1.31822 -12.00708
H -4.13020 2.29749 -0.93251
C -3.16652 0.37607 -0.88008
C 0.90148 -2.16921 2.22829
H 0.79509 4.92051 -6.56606
C -2.57999 0.36368 0.31795
Ba 1.47419 -0.93041 -4.71218
H 4.57932 3.68773 -4.88988
H -3.49331 3.15833 0.47673
P 2.18901 0.24780 -7.62210
H -2.16841 1.61753 -3.20116
*
```